1.
Formula: C27H53Ba2F8NO18S5
Source: OMol25
Level of theory: wB97M-V/def2-TZVPD

Values from the calculation:
- 2S+1: 2
- Gap between HOMO and LUMO (spin up / spin down): 0.2375 / 0.2282 Ha
- Net charge: +3
- Total energy: -144475.616 eV

Structure (XYZ):
```
114
Properties=species:S:1:pos:R:3:forces:R:3:lowdin_charge:R:1
C 2.9565 -3.6416 -2.5310 -1.3 2.3 -0.9 -0.29
O 3.8184 -4.2508 -1.6347 2.0 -1.3 1.6 -0.27
H -0.3883 -1.1353 -0.1283 -0.2 -0.7 0.1 0.14
Ba -0.4235 3.1901 4.3528 -2.8 -0.7 -0.8 1.86
H -2.5898 -4.1240 -2.7896 0.4 0.3 -0.1 0.07
F -0.3228 0.7415 -5.6002 -1.4 -1.2 -0.7 0.19
C 7.5090 0.3913 -0.3351 1.9 -0.6 1.2 -0.29
H 2.7705 -4.0916 -3.5062 0.4 -0.9 0.2 0.14
H 5.3127 -6.1097 -3.0227 -0.5 0.4 -0.2 0.09
H 3.5507 -0.3909 -1.7758 0.3 0.0 0.3 0.05
C -5.3340 2.5744 5.7225 0.4 -1.9 -0.8 0.01
O 6.2502 -0.0368 -0.7530 -4.1 2.4 -0.6 -0.27
H -4.7401 -0.0996 3.6195 -0.4 0.1 0.1 0.10
S -3.4468 -4.2779 -0.6245 -2.0 0.3 -0.7 0.73
F 1.9417 -0.7616 -4.2986 2.1 -0.1 -2.9 0.10
S 5.1538 1.2310 -0.8478 3.3 -0.3 -5.3 0.68
H -1.5301 4.5945 -0.7340 0.0 0.6 0.4 0.06
H 6.8503 -5.3201 -3.1728 0.2 0.1 0.4 0.08
C 0.8902 -2.9303 2.2850 -1.1 2.0 1.2 -0.28
C 0.8956 -0.1914 -3.7456 0.6 -1.0 0.9 -0.27
H -3.3792 7.2404 2.2457 0.1 0.6 -0.2 0.12
H 1.2383 -4.4201 -1.4703 -0.2 -0.1 -0.4 0.10
C -3.9645 1.5134 -2.1564 -0.4 0.3 2.2 -0.29
O 4.4171 -2.2233 3.6408 -1.0 -0.3 0.1 -0.22
H 5.1386 -1.6559 1.0202 -0.2 0.0 -0.1 0.07
H -3.6720 3.9214 6.2019 -0.6 0.2 0.4 0.11
S -2.8380 4.3195 1.2836 -1.9 0.1 -4.8 0.78
S 5.4827 -4.1388 -1.6181 -0.6 -0.2 -1.6 0.67
N -3.0647 2.5299 4.9238 0.1 -1.2 -0.9 -0.15
C -2.9984 -3.3281 -2.1670 -0.5 -1.3 0.8 -0.09
C 8.3028 -0.8994 -0.3341 0.9 -0.1 -0.2 -0.05
H 0.7311 -2.0635 2.9263 -1.2 0.4 -0.2 0.10
H 1.4319 0.0523 -2.8284 -1.6 0.9 1.1 0.12
C -5.1956 7.4913 1.1587 -1.2 -0.1 -1.3 -0.05
O 1.1245 0.0685 -0.1954 -1.6 0.7 0.4 -0.13
H 4.8392 0.2506 -2.8617 -0.2 -0.3 -0.1 0.10
H -3.1543 -2.0608 1.3290 0.2 0.0 0.1 0.10
O -2.6208 4.1839 2.7294 0.4 0.3 -0.9 -0.47
O -3.5317 5.8397 0.8550 1.8 -4.3 0.0 -0.23
H -6.5621 0.9407 5.0362 -0.3 0.2 0.0 0.13
O -4.4286 -3.0903 0.1103 0.4 -2.4 -1.0 -0.25
C -2.7753 2.2412 -2.8692 -2.6 -2.0 -2.2 -0.51
F 0.0994 -1.3268 -3.5829 -1.1 2.2 0.2 0.05
H -6.1458 2.7809 6.4043 0.4 1.1 0.1 0.13
C -3.4011 1.4359 4.2133 -0.1 0.1 -1.1 -0.16
H 3.3310 -2.6549 -2.8035 0.3 0.3 0.1 0.09
H -0.8240 3.4315 0.3344 -0.3 -0.3 0.3 0.03
C -0.1532 -3.9409 2.6772 0.5 -0.8 0.4 -0.04
H 0.0321 2.4523 -2.8352 0.0 -0.5 0.5 0.14
O -0.6145 1.4953 2.0416 2.1 0.2 -0.1 -0.64
H 7.4011 0.8411 0.6518 0.3 0.2 0.1 0.12
C -4.1832 6.6483 1.8084 1.7 1.0 2.6 -0.32
H 8.0210 -1.7380 0.3027 -0.8 0.4 0.2 0.08
H -2.0324 0.9154 0.6486 0.1 1.0 -0.7 0.09
H 7.9475 1.0850 -1.0524 -0.1 0.1 0.1 0.13
C -4.0335 3.0599 5.6602 -0.4 0.9 1.1 -0.14
H -5.3293 -1.3124 1.8416 -0.1 -0.1 0.1 0.07
H -5.1832 8.5310 1.4860 -0.2 -0.3 0.3 0.10
H 3.4481 1.2342 -2.5336 0.0 0.3 0.3 0.08
H -3.2539 -1.4877 -0.3491 0.2 0.2 -0.2 0.08
H 4.3493 -3.3031 0.9420 0.0 0.1 -0.3 0.07
H -2.7353 1.1574 3.4099 0.8 -0.4 0.3 0.07
H -1.0985 -3.4728 2.4027 -0.2 -0.1 0.4 0.07
H 9.3391 -0.7221 -0.0463 0.1 0.2 -0.4 0.09
H -0.0336 -4.1504 3.7402 -0.5 0.3 0.1 0.10
F -2.3557 3.2435 -2.1410 0.8 0.8 0.7 0.16
O 2.2196 -3.1888 2.7277 3.2 0.4 -0.6 -0.21
C 5.7796 -5.1280 -3.1032 1.2 0.5 0.7 -0.09
H -2.3149 -2.5073 -1.9499 0.1 -0.3 -0.1 0.04
H -1.5807 -0.2998 1.5169 0.7 -0.5 0.9 0.09
S 3.3874 -2.0030 2.6827 0.9 -2.3 -1.2 0.70
C 4.2086 -2.2228 0.9775 -1.8 0.3 2.2 -0.03
F -4.3823 0.4315 -2.7663 -0.3 -0.9 -1.8 0.14
C 0.3022 1.0796 -4.5035 0.1 0.1 0.2 -0.43
H -6.1651 6.9963 1.2142 -0.2 0.5 0.4 0.09
H 0.7071 -2.5564 1.2777 1.0 -0.5 -0.5 0.10
O -4.3529 -5.3779 -0.9887 2.2 2.7 1.1 -0.26
C 1.6285 -3.4565 -1.7980 0.1 -0.3 0.9 -0.04
C -3.8247 -1.8936 0.4860 -0.3 0.9 -0.1 -0.33
C -4.6412 0.8020 4.2058 1.7 0.8 0.0 -0.02
Ba 2.2236 1.6589 1.9700 0.4 -1.6 -1.3 1.91
O -1.7538 1.3221 -3.2012 -1.0 0.5 1.6 0.03
H -3.6239 1.1023 -1.2061 0.2 0.8 0.7 0.13
O -2.2686 -4.4581 0.2058 -1.0 0.3 -0.8 -0.31
C -0.2761 -0.0511 -0.1308 1.6 0.8 1.2 -0.22
H -5.0361 7.5083 0.0806 0.4 0.2 -0.1 0.10
H -0.1630 -4.9339 2.2279 0.4 0.3 -0.6 0.09
F 1.2887 1.9020 -4.9909 0.6 -0.5 1.4 0.12
H -5.8018 -0.7517 0.3049 0.5 -0.1 -0.6 0.10
O -3.5921 3.2960 0.4736 2.0 2.6 3.3 -0.30
H 3.4118 -1.8306 0.3456 0.5 -0.2 -0.6 0.04
H 5.5976 -4.4584 -3.9438 -0.7 -0.4 0.0 0.08
H -4.4756 0.0399 1.2274 0.1 0.2 -0.4 0.05
O 5.7715 2.4412 -1.4467 -1.5 -2.9 2.1 -0.25
C -0.5683 1.9713 -3.6073 -0.3 1.0 -1.2 -0.08
C -1.0901 0.5648 1.0697 -1.1 -0.2 0.3 -0.34
H 8.2224 -1.2561 -1.3610 0.5 -0.2 0.0 0.09
C -4.9144 -0.9086 0.9181 -0.1 -0.5 1.1 -0.05
H -3.9115 -2.9816 -2.6511 -0.1 0.0 0.3 0.08
C -1.2447 4.4366 0.3060 -0.6 -0.6 0.8 -0.09
C -5.5974 1.4194 4.9543 -0.9 0.0 1.1 -0.02
H 0.8559 -2.8590 -2.2820 0.3 -0.4 -0.4 0.06
H -4.4987 6.1297 2.7137 -0.6 -0.7 -0.4 0.12
H -0.4778 5.0989 0.7077 -0.5 0.5 -0.1 0.07
H -0.7521 0.1868 -1.0820 0.2 0.3 -0.6 0.12
O 2.6979 -0.7081 2.8008 -0.6 0.8 -0.4 -0.61
F -5.0861 2.3207 -1.9428 2.1 -0.5 -0.5 0.08
O 4.4378 1.3057 0.3772 -1.6 0.6 2.9 -0.50
H 1.8213 -2.9627 -0.8456 0.2 0.3 0.2 0.04
F -3.3690 2.7617 -3.9884 1.2 0.0 0.2 0.16
H -0.9232 2.8073 -4.2100 0.6 0.1 -0.6 0.15
C 4.1096 0.4911 -2.0884 0.5 0.2 -0.4 -0.11
O 5.9686 -4.8114 -0.4309 -1.1 1.2 -1.2 -0.26
O 5.8099 -2.7453 -1.9140 -0.4 -1.5 0.8 -0.31
```
Positions in Å, forces in eV/Å.

=====

2.
Formula: H6O3
Source: OMol25
Level of theory: wB97M-V/def2-TZVPD

Values from the calculation:
- ΔE to the lowest compared entry with this formula, charge and spin: 20.4 kcal/mol
- Structure (SMILES): O.O.O
- 2S+1: 1
- Gap between HOMO and LUMO: 0.4393 Ha
- Total energy: -6239.370 eV

Structure (XYZ):
```
9
Properties=species:S:1:pos:R:3:forces:R:3:lowdin_charge:R:1
H 0.6903 -0.6402 1.0699 -0.8 2.7 -0.7 -0.03
O -0.4389 -1.4111 -3.6449 1.4 0.5 -2.1 -0.03
H 1.4461 -1.4976 1.9842 -0.8 -0.5 -1.1 0.07
H 0.4454 -1.0243 -3.5665 0.0 -0.1 -0.8 0.04
H -1.5472 2.6071 1.6366 0.8 -0.1 0.4 0.05
O 0.8436 -1.5362 1.1944 1.6 -2.2 1.7 -0.05
H 0.0085 2.5246 1.8086 -0.1 0.1 -0.2 0.02
O -0.8269 2.3986 2.2665 -0.7 0.0 -0.3 -0.07
H -0.6209 -1.4209 -2.7487 -1.4 -0.4 3.0 -0.02
```
Positions in Å, forces in eV/Å.

=====

3.
Formula: C50H83Br18IN5OS2
Source: OMol25
Level of theory: wB97M-V/def2-TZVPD

Values from the calculation:
- 2S+1: 1
- Gap between HOMO and LUMO: 0.2383 Ha
- Net charge: +1
- Total energy: -1353197.077 eV

Structure (XYZ):
```
160
Properties=species:S:1:pos:R:3:forces:R:3:lowdin_charge:R:1
H 4.3140 7.4542 7.4523 -0.1 0.1 -0.2 0.07
N -3.1853 5.1615 2.1658 1.9 1.0 0.9 -0.08
Br 13.9498 -3.8610 -6.6223 -0.1 0.1 -0.1 0.61
H 4.3746 -1.1093 -0.4442 1.0 0.8 -2.2 0.06
C -7.0686 -8.6990 -2.3542 0.2 0.0 -0.1 -0.67
Br -6.7484 -6.5297 1.6340 -0.1 0.2 0.2 0.58
C -1.1305 0.9785 -2.8449 3.1 -2.0 -0.7 -0.05
H 1.4174 6.7787 -0.3906 2.0 -1.4 0.7 0.13
C -0.5276 -0.8541 2.2124 -0.7 0.2 1.2 -0.24
H -9.2510 -9.2749 2.0663 0.1 -0.1 0.2 0.04
H -3.5649 -5.5543 0.7231 0.3 0.0 0.0 0.03
C 14.6314 -2.5357 -7.8801 0.1 -0.3 0.0 -0.69
N 3.0620 1.3274 -1.9495 -0.8 -2.2 0.7 -0.17
H -6.6697 -9.1461 -3.2690 -0.1 0.1 0.1 0.06
H -9.7858 -10.5939 3.1392 0.3 0.2 0.0 0.06
H -8.8016 -8.4784 4.3326 0.1 -0.1 -0.1 0.06
C 5.0858 0.9021 -3.6865 1.3 -2.0 1.4 -0.02
Br 3.8908 6.0364 5.4728 0.0 0.1 0.0 0.61
H 2.8427 -0.6370 -8.9683 0.2 0.1 0.0 0.06
C 0.1875 -1.8504 0.1038 0.1 -1.2 -1.1 -0.14
H -7.2064 -9.4816 -1.6027 -0.1 0.2 -0.2 0.05
H 6.9447 0.5483 -5.2435 -1.2 -1.1 2.4 0.00
C -2.0050 -2.0607 7.0023 -0.2 -0.1 0.3 -0.69
H -1.2268 4.8265 -1.2812 -1.9 -1.6 0.5 0.08
H -2.0853 2.9273 5.3449 -2.1 -0.5 -1.3 0.12
Br 13.5136 -0.1943 -6.6596 0.3 0.1 0.1 0.68
H -5.3707 3.5893 3.3452 0.8 1.9 1.2 0.11
C 2.3464 4.7129 -0.7451 -1.2 0.8 -1.4 -0.48
H -2.8420 0.6534 5.6679 -1.8 1.3 -0.8 0.06
H -0.5478 -3.4787 6.2881 -0.1 0.2 0.1 0.06
H -2.6962 -4.0852 1.2369 0.1 -0.1 -0.1 0.05
H -1.7826 -0.4144 4.0640 0.3 0.9 -2.4 0.07
H 15.6439 -0.6337 -7.8328 -0.1 -0.1 0.1 0.06
N -0.6321 5.2627 1.5517 0.9 3.4 3.5 0.14
H -5.8700 1.1264 4.5369 2.2 -1.1 -0.3 0.12
H 7.9657 -1.6805 -3.7206 -2.1 1.2 0.9 0.06
C -4.0436 4.0862 5.2146 0.3 -0.8 -0.8 -0.18
H -3.3106 4.9769 5.5153 -1.7 -1.8 -0.7 0.11
C 4.8822 -0.7639 -1.4408 1.8 0.9 -2.9 -0.01
H 6.6930 -2.4779 -1.3120 -1.2 2.3 -1.4 0.09
H 15.4890 -3.0148 -8.3608 -0.1 0.2 0.1 0.06
N -1.3359 6.6875 3.2552 -2.7 -0.4 0.3 0.03
C -2.7108 -4.9046 0.5127 0.0 0.3 0.1 -0.68
H -2.1171 1.6161 -2.6796 2.5 -1.5 -0.3 0.06
C -7.4067 -4.9885 0.6363 0.1 -0.1 -0.1 -0.71
Br 4.1093 0.3577 -7.0937 0.0 0.0 -0.1 0.62
H -4.9238 -0.5366 4.7029 0.2 2.4 -0.6 0.12
H -1.0957 -5.9092 1.5262 -0.1 0.1 -0.1 0.06
C 7.0155 -1.1068 -3.3461 -3.3 2.0 1.3 -0.05
C 3.5719 0.1780 -8.9597 -0.1 -0.1 0.2 -0.69
C -4.8146 0.6034 4.3829 -0.1 0.2 -0.3 -0.20
Br -5.6512 -7.5281 -1.7030 0.0 -0.1 -0.1 0.61
H -2.4035 -1.6405 6.0745 0.2 -0.1 0.2 0.03
H -2.4317 3.7526 -2.2574 0.9 0.4 2.4 0.04
H -4.3078 1.7464 2.3579 -0.1 -2.5 1.1 0.07
H 0.4624 -0.4343 2.6763 -1.6 -0.8 -0.9 0.09
H 9.5156 0.0108 -5.4995 0.1 -0.1 -0.3 0.05
H -0.5788 -5.0654 0.0436 -0.3 -0.1 0.1 0.04
H -0.0936 -2.7238 7.8375 -0.2 0.1 -0.2 0.06
H -5.4395 0.2465 2.2210 2.1 0.8 1.2 0.10
H 4.4189 -0.4796 -10.8292 0.0 0.1 0.2 0.06
H 1.8448 7.8091 6.6493 0.3 0.1 -0.1 0.05
H 1.1693 -1.5469 -0.4686 -2.0 -0.1 1.3 0.05
C -3.1233 2.7590 4.7795 0.9 0.7 1.5 -0.20
C -3.5512 4.1302 1.1209 -1.2 -0.8 -1.1 -0.24
H 5.4095 -0.9208 -9.4145 -0.2 0.2 0.0 0.06
H 2.7135 9.2782 7.1631 0.0 -0.1 -0.2 0.07
H -3.5893 -1.5069 2.4822 0.8 2.3 0.0 0.10
H 2.6362 7.0562 2.1081 -1.4 -2.1 -0.8 0.11
O -0.5205 -0.7305 0.7465 0.8 -1.5 1.5 -0.28
H 13.8485 -2.3704 -8.6255 0.2 0.1 0.2 0.05
H -4.3173 1.6232 6.3603 1.4 -0.7 -2.1 0.12
C 2.1371 6.0720 1.6546 0.2 0.8 0.3 -0.14
C 6.2554 -1.5650 -1.9290 -1.4 3.3 -2.9 -0.05
Br 0.5206 -1.2864 5.8877 0.0 0.0 0.1 0.63
C 9.7994 0.1902 -6.5403 0.1 0.2 -0.1 -0.68
Br 8.2719 1.0352 -7.4097 0.1 -0.1 0.0 0.63
H -2.9648 3.1145 1.2023 -0.9 2.2 0.1 0.13
C 0.5452 6.0809 2.1096 -3.8 0.1 1.3 -0.05
H 4.8309 8.2979 5.9697 -0.3 -0.1 0.1 0.06
H 0.5800 7.6943 3.7927 -1.1 -0.9 -0.7 0.07
Br 2.3571 9.3096 4.7177 -0.2 -0.1 -0.1 0.66
C 2.6989 8.4588 6.4388 0.1 0.1 0.3 -0.67
C 4.0215 7.7280 6.4348 0.1 -0.2 0.1 -0.68
C -3.4158 4.6795 -0.4177 1.1 -0.4 0.8 -0.67
C -3.2535 -0.3877 2.3229 0.1 1.1 -1.5 -0.19
N 0.0290 6.9958 3.2131 0.8 -4.8 -5.2 0.05
H -4.7022 3.8570 1.2817 2.7 0.8 0.0 0.08
H -2.2503 -0.8582 -4.1610 2.4 1.0 1.2 0.09
H 0.1648 -2.2759 -4.5233 0.3 2.5 1.6 0.09
H 10.2448 -0.9443 -8.3585 -0.1 0.1 0.3 0.06
H -1.6445 3.0928 -0.5720 -1.3 2.0 -1.3 0.09
H 10.5947 0.9403 -6.5712 -0.1 -0.2 0.0 0.04
H 11.2019 -1.4003 -6.9255 -0.3 0.1 -0.1 -0.04
C -8.2073 -9.3135 3.9513 -0.1 0.1 0.2 -0.72
H 2.5770 -1.3443 -3.5493 -1.9 1.6 0.6 0.09
H 3.2995 6.8312 -0.2347 -1.9 -1.7 0.8 0.13
C 1.6396 -0.6860 -3.3092 -2.9 1.7 0.4 0.00
H 2.6431 4.9215 -1.8724 -0.8 -0.5 2.3 0.10
C -2.1024 4.0278 -1.1534 0.5 0.7 -0.9 -0.22
S 2.4872 0.6964 0.7944 1.1 2.0 -2.8 0.71
C -5.0266 4.5220 3.9719 0.0 0.6 1.1 -0.17
C 4.2716 0.4908 -2.3027 4.5 -2.0 -1.8 -0.18
C 0.3175 1.5512 -2.2546 0.0 -3.1 -1.9 0.00
H -3.1610 -0.2550 1.1401 -0.2 -0.4 2.5 0.12
Br 9.0118 -2.5448 -6.8878 0.0 0.1 -0.1 0.60
H -7.4919 -5.3348 -0.3976 0.1 0.1 0.2 -0.01
C -3.7309 1.3508 5.3571 -0.5 0.3 0.4 -0.21
H -6.0037 4.9855 4.4760 2.1 -0.8 -1.4 0.13
C 3.0035 1.6928 -0.4829 -1.0 -0.5 0.8 -0.92
H -7.2116 -8.9512 3.6801 -0.3 -0.2 0.0 0.03
H 1.2294 4.3061 -0.6863 2.5 0.7 -0.1 0.07
H 0.5044 -2.7036 0.8647 -0.8 1.8 -1.4 0.10
C -1.8871 5.6414 2.3076 5.4 1.7 0.4 -0.12
H -0.6469 -1.9845 2.5717 0.3 2.2 -1.0 0.13
H -8.4046 -4.7612 1.0220 0.3 0.0 -0.1 0.06
C -0.5832 -2.5560 6.8741 0.1 -0.1 -0.2 -0.68
H -3.4619 5.8495 -0.4282 0.1 -2.3 -0.2 0.10
H 0.3567 2.5630 -1.6624 -0.2 -2.2 -1.3 0.05
C 15.0571 -1.2732 -7.1674 0.1 0.2 -0.2 -0.67
C 2.3498 6.1627 0.0212 -0.7 0.3 0.1 -0.24
H -2.6638 -2.8636 7.3448 0.2 0.1 -0.1 0.06
C -1.7792 -0.0197 2.9375 0.0 -1.3 0.7 -0.16
Br 5.8562 1.4193 -10.1690 0.0 -0.1 0.0 0.58
C 10.2207 -1.0632 -7.2715 0.1 -0.3 0.1 -0.73
H 15.6289 -1.4618 -6.2544 -0.2 0.0 -0.2 0.06
H -3.9369 6.5328 3.7695 -0.7 -1.6 -1.5 0.12
Br -1.5189 -7.3269 -0.4534 0.0 0.2 0.0 0.62
C -6.4476 -3.8248 0.7314 -0.1 0.1 -0.1 -0.68
H -4.6933 3.8017 6.1538 1.4 0.6 -1.9 0.11
C -8.3299 -7.9204 -2.6475 -0.2 -0.2 -0.1 -0.67
I -5.1837 3.8913 -1.5128 0.7 0.5 0.6 0.77
Br -2.1490 -0.6718 8.3640 0.0 0.0 -0.1 0.62
Br -3.0526 -4.0537 -1.2084 -0.1 -0.1 0.0 0.61
H -5.4006 -4.1140 0.6044 -0.4 0.0 0.0 -0.01
H -1.8660 7.2514 3.9624 0.5 -1.1 -1.2 0.16
H 3.0720 1.1097 -9.2393 0.2 -0.2 0.0 0.05
C 0.1866 -1.2630 -3.9007 -0.5 3.5 1.6 -0.06
H -9.0339 -8.5292 -3.2218 0.2 0.1 0.1 0.06
Br -7.7321 -11.2131 1.8571 -0.1 0.0 0.0 0.59
Br -7.9817 -10.5114 5.4739 0.1 0.1 -0.1 0.60
C 1.7664 0.7426 -2.4660 -4.5 -2.0 -1.8 -0.13
H -8.1473 -6.9835 -3.1812 0.0 -0.3 0.2 0.06
H -5.1655 6.1276 2.3372 2.0 -0.8 1.5 0.15
Br -6.5871 -2.9343 2.4607 0.1 0.0 0.0 0.61
H -0.5412 -2.3049 -0.7202 1.5 0.9 1.8 0.07
H 2.7429 5.1723 2.1365 -1.7 1.7 -1.1 0.11
Br -9.2767 -7.4650 -1.0046 -0.1 0.0 -0.1 0.65
C -8.9248 -10.0030 2.8143 0.0 0.1 -0.3 -0.69
C -1.2379 -0.4502 -3.7063 4.7 1.6 1.9 -0.07
C 4.7539 -0.1557 -9.8398 0.0 0.0 -0.3 -0.68
C -1.3882 -5.6353 0.5086 0.1 -0.3 0.1 -0.69
C -4.4628 0.6415 2.7828 -0.8 -0.8 -0.4 -0.22
C -4.3207 5.6883 3.0560 -1.5 -0.1 0.0 -0.13
H -2.8654 2.7624 3.6378 -0.7 -0.1 2.2 0.07
H -1.5670 1.1293 3.0028 -0.5 -2.1 -0.5 0.11
S 3.5669 3.4635 -0.0453 -0.7 -0.7 -0.3 0.77
H 4.6817 1.8175 -4.3291 0.8 -2.2 1.6 0.09
C 6.4407 0.1593 -4.2410 -2.4 -1.4 4.2 -0.07
H -6.6995 -3.0565 -0.0051 0.0 -0.2 0.1 0.07
```
Positions in Å, forces in eV/Å.